# 1
DFT (ωB97M-V/def2-TZVPD) results for C32H59Br15HgN3O3 as an isolated structure in a non-equilibrium geometry.

Relative energy (zero: lowest compared OMol25 entry of this formula, charge and spin) = 540.1 kJ/mol
HOMO level = -3.0 eV
HOMO-LUMO gap = 3.710 eV
E_LUMO = 0.74 eV
Total charge = -1

Structure (XYZ):
```
113
Properties=species:S:1:pos:R:3:forces:R:3:mulliken_charge:R:1
Hg -0.916961 0.135575 -0.509838 -2.213 0.085 -0.721 1.83
C -4.853688 -0.427904 0.914002 -0.045 0.067 0.456 -1.15
C -5.271478 0.192532 -0.423632 3.196 -0.847 -0.410 1.90
C -6.756447 0.243557 -0.479450 -1.069 0.103 -1.442 -1.50
C -7.416854 1.389218 0.220356 0.748 0.013 0.791 -0.86
C -6.710346 2.734746 -0.010520 0.212 -0.335 0.346 -0.98
C -5.156650 2.760232 0.054696 1.901 -0.748 -0.534 1.58
N -4.573434 1.500890 -0.677867 -1.207 1.121 1.018 0.02
O -3.178421 1.438994 -0.674179 -0.304 0.153 -0.130 -0.33
C -4.641583 3.058119 1.521475 -0.869 -1.625 0.305 -1.65
C -4.583543 4.001468 -0.656447 -0.474 0.559 -0.070 -1.96
C -4.747742 -0.749917 -1.562470 -1.315 0.647 0.254 -1.82
H -4.596409 0.398767 1.576219 0.031 -0.432 0.367 0.14
H -4.037004 -1.149334 0.888205 0.298 0.361 -0.260 -0.02
H -5.699020 -1.007719 1.284583 -0.075 0.116 0.432 0.36
H -7.233906 -0.672312 -0.131138 0.426 -0.311 0.273 0.46
H -7.058070 0.235828 -1.526849 0.019 0.427 -0.375 0.44
H -7.384636 1.175614 1.288745 -0.035 0.012 0.289 0.31
H -8.470682 1.351357 -0.055515 -0.097 0.603 -0.013 0.42
H -6.963828 3.355000 0.849200 -0.567 0.556 -0.414 0.39
H -7.068849 3.135641 -0.958599 0.175 0.356 0.040 0.35
H -5.055737 3.957572 1.977062 -0.096 0.386 -0.522 0.45
H -3.558369 3.090612 1.638432 -0.036 -0.153 -0.432 0.08
H -5.015032 2.272867 2.178760 0.114 -0.206 0.238 0.49
H -5.195459 4.848069 -0.345117 -0.286 0.229 0.091 0.51
H -4.573922 4.042645 -1.745626 -0.005 -0.593 -0.029 0.35
H -3.596779 4.254581 -0.268723 0.158 -0.367 -0.303 0.29
H -5.230512 -0.391278 -2.471541 0.260 -0.011 -0.323 0.47
H -5.181605 -1.729668 -1.362624 0.287 -0.383 -0.002 0.32
H -3.668063 -0.752348 -1.712054 -0.101 0.048 0.273 0.22
C 0.925277 0.983875 3.780147 -1.876 0.892 -1.650 -1.65
C 0.878189 1.213407 2.189183 1.172 1.488 1.116 1.33
C 2.154308 1.907161 1.752259 2.784 -0.416 -0.587 -1.92
C 3.452806 0.969371 1.777389 -2.017 -0.381 -0.042 -0.58
C 3.234690 -0.328985 0.965123 -1.088 2.013 1.137 0.26
C 1.844525 -1.017006 1.303986 0.645 -0.419 -0.866 1.40
N 0.710005 -0.029827 1.384130 -0.044 0.938 0.233 2.26
O -0.621664 -0.622142 1.672534 1.330 0.020 -0.871 -1.00
C 2.071590 -1.968614 2.502957 -0.345 -0.215 0.617 -0.31
C 1.542013 -1.944566 0.095735 0.249 0.120 0.855 -0.11
C -0.189194 2.345413 1.872662 -1.269 -2.287 1.029 -2.29
H -0.080530 0.572215 3.863726 0.392 -1.562 0.787 0.40
H 0.699780 1.888711 4.344520 0.671 0.686 -0.351 0.42
H 1.818018 0.535806 4.216435 -0.483 -0.527 -0.252 0.22
H 2.445686 2.769376 2.352077 -0.534 -0.043 0.676 0.40
H 1.969613 2.409954 0.802946 0.299 -0.548 -0.618 0.42
H 3.567530 0.653340 2.814248 0.292 0.265 0.306 0.23
H 4.392250 1.389037 1.417637 -0.254 0.566 0.192 0.50
H 4.101064 -0.922256 1.257574 -0.244 -0.745 -0.533 0.01
H 3.318437 0.063754 -0.048209 -0.325 -0.819 -0.389 -0.96
H 1.319397 -2.753554 2.581486 -0.334 0.433 -0.110 -0.36
H 2.146610 -1.532661 3.499156 -0.071 0.434 -0.198 0.22
H 2.967160 -2.581678 2.401839 0.378 0.233 -0.456 -0.26
H 0.644780 -2.529890 0.296910 -0.062 0.212 -0.255 -0.73
H 2.373384 -2.645172 0.017819 0.083 -0.173 -0.134 0.31
H 1.485437 -1.403813 -0.848973 -0.180 0.179 0.064 -0.54
H -1.166847 1.992136 2.200519 -0.239 -0.377 0.063 0.52
H -0.381449 2.507047 0.811999 0.636 0.424 -0.095 0.29
H -0.086196 3.228424 2.503363 0.769 0.191 -0.499 0.52
C -0.522067 -1.825508 -5.206999 -0.284 -0.354 0.918 -2.03
C 0.010254 -1.570945 -3.733205 -0.376 0.744 -1.095 1.62
C 1.543643 -1.858092 -3.861593 0.111 -0.305 0.432 -0.92
C 2.437898 -0.758961 -4.336019 0.245 0.832 1.606 -1.11
C 2.247029 0.378003 -3.352431 -1.997 0.403 -2.128 0.26
C 0.749078 0.898957 -3.487470 0.633 1.403 1.439 1.65
N -0.276835 -0.180543 -3.244013 2.269 0.380 1.354 0.83
O -1.666165 0.296091 -3.087635 1.895 -0.916 0.904 -0.62
C 0.466702 1.732022 -4.776733 0.022 -1.251 0.203 -1.81
C 0.801599 1.997813 -2.343167 -1.897 -0.426 0.141 -1.57
C -0.564996 -2.636308 -2.742389 0.228 -0.011 -1.420 -1.03
H -0.404721 -2.887583 -5.422202 0.079 -0.191 -0.051 0.50
H 0.056077 -1.289381 -5.959607 0.051 0.193 0.147 0.36
H -1.581387 -1.610363 -5.347152 0.006 0.317 0.254 0.35
H 1.805062 -2.694454 -4.509873 -0.923 -0.542 -0.006 0.38
H 1.910021 -2.149151 -2.877141 0.069 -0.047 0.264 0.01
H 2.228663 -0.429229 -5.353665 0.295 -0.075 -0.065 0.34
H 3.475957 -1.018538 -4.128268 0.170 -0.555 -1.080 0.37
H 2.911842 1.182656 -3.666531 -0.023 0.348 0.397 0.52
H 2.456213 0.077578 -2.325743 -0.053 -0.017 -0.050 -1.00
H 1.309482 2.367123 -5.049666 0.079 -0.038 -0.051 0.39
H -0.428849 2.344297 -4.670880 0.018 -0.101 0.233 0.33
H 0.248725 0.995639 -5.550241 0.135 0.262 -0.431 0.36
H 1.510461 2.820258 -2.439068 0.274 -0.231 -0.623 0.53
H 0.993132 1.590549 -1.350423 0.302 -0.491 0.204 -0.47
H -0.182032 2.459602 -2.257564 -0.230 0.143 -0.079 0.45
H -0.446092 -2.432505 -1.678237 -0.166 0.413 -0.198 -0.50
H 0.023467 -3.534404 -2.930046 -0.024 -0.316 0.041 0.37
H -1.588718 -2.889868 -3.017719 -0.169 0.230 0.386 0.40
C 6.014692 -4.375456 1.101130 -0.757 -0.344 -0.946 -0.23
Br 4.679748 -5.246386 -0.125990 0.695 0.763 0.385 -0.07
Br 6.995058 -2.891953 0.207762 -0.236 -1.567 1.091 0.06
Br 7.093460 -5.821335 1.809718 0.043 0.740 -0.068 -0.04
H 5.360062 -3.981340 1.878449 0.561 0.119 -0.064 0.25
C 7.696430 3.638809 2.717456 -1.118 -0.453 -0.710 -0.37
Br 6.265471 2.455261 3.442259 0.827 0.571 -0.467 0.02
Br 6.873450 5.092679 1.650218 0.474 -0.719 0.625 -0.03
Br 8.924494 2.598223 1.537022 -0.698 0.779 1.123 -0.01
H 8.113328 4.085702 3.620013 0.527 -0.200 -0.596 0.39
C -1.097394 -4.153799 2.143660 -0.279 0.080 -0.869 0.91
Br -2.127530 -5.183963 3.419552 0.344 0.069 -0.371 -0.05
Br -2.173585 -3.685915 0.574326 0.215 -0.198 0.484 0.03
Br 0.546345 -5.045206 1.526044 -0.732 -0.080 0.524 -0.03
H -0.855727 -3.184642 2.580059 0.163 -0.199 -0.098 -1.02
C -0.208164 -2.351162 6.902665 -0.804 0.402 0.088 -0.34
Br -0.143947 -2.627098 5.019674 0.094 -0.061 0.153 0.25
Br -1.048714 -3.908002 7.856075 0.923 1.151 -0.542 -0.09
Br -1.216344 -0.702548 7.255143 0.096 -0.468 0.115 -0.06
H 0.803237 -2.061520 7.187753 -0.267 -0.841 0.482 0.38
C 6.214790 0.036354 -1.050564 -0.801 -0.867 -1.453 -0.54
Br 4.973870 -1.354002 -1.917415 0.969 1.146 0.380 0.18
Br 5.484446 1.777548 -1.363820 0.191 -0.087 0.067 -0.03
Br 8.018329 -0.155136 -1.883527 -1.098 0.089 0.924 -0.04
H 6.149112 -0.172131 0.017295 0.566 -0.039 -0.266 0.45
```
Forces are in eV/Å.


# 2
DFT (ωB97M-V/def2-TZVPD) results for C32H60AuIN3OSi4 as an isolated structure in a non-equilibrium geometry.

HOMO level = -10.5 eV
HOMO-LUMO gap = 6.734 eV
E_LUMO = -3.72 eV
Total charge = +1

Structure (XYZ):
```
102
Properties=species:S:1:pos:R:3:forces:R:3:mulliken_charge:R:1
Au -0.491822 0.745429 0.019818 0.808 -0.045 0.731 1.38
C 3.642831 0.853226 -3.017940 -0.017 -0.032 -0.007 -1.64
C 3.308309 1.262730 -1.581660 -0.014 0.010 -0.007 1.23
C 4.227606 2.428041 -1.190443 0.008 -0.025 0.006 -1.58
C 3.431618 0.153292 -0.530771 -0.019 -0.002 -0.025 0.98
C 4.519271 -0.794485 -0.789088 -0.005 -0.044 0.007 -0.42
C 4.498567 -2.083261 -0.440470 -0.090 0.071 -0.025 -1.69
C 3.455989 -2.626094 0.485867 0.040 0.129 -0.175 0.11
C 2.746114 -0.594485 1.884815 0.019 0.021 0.011 0.50
C 1.406100 -0.811436 2.672330 0.028 0.035 0.055 2.66
C 1.263537 0.230787 3.783352 -0.002 -0.010 -0.021 -1.89
C 1.234017 -2.204976 3.275045 0.018 0.020 0.043 -1.62
C 2.591683 0.117950 0.535687 -0.117 0.018 0.087 -1.43
N 1.509802 1.064311 0.531319 -0.473 -0.069 -0.321 0.72
C 1.672941 2.277524 1.006593 -0.167 -0.025 -0.010 0.78
C 0.701465 3.268788 0.860313 -0.036 -0.035 -0.146 -0.93
C 0.739207 4.656116 1.099433 0.023 -0.082 0.013 -1.90
C -0.362263 5.182979 0.459133 -0.059 0.059 0.008 -0.94
C -1.048711 4.109664 -0.166290 0.066 0.036 0.110 -0.48
N -0.420685 2.962435 0.094789 0.158 0.080 -0.028 0.54
C -2.267380 4.215359 -1.052186 -0.014 0.029 -0.038 2.74
C -3.530187 4.351534 -0.192449 0.032 -0.019 -0.035 -1.33
C -2.392809 2.983282 -1.944536 -0.065 -0.045 -0.055 -1.24
C -2.134950 5.459358 -1.940505 -0.002 -0.012 0.013 -1.95
H 3.406808 1.684441 -3.683742 -0.008 -0.002 -0.003 0.49
H 3.078123 -0.013506 -3.355266 0.007 0.015 -0.010 0.27
H 4.702910 0.633195 -3.148434 -0.011 -0.005 0.005 0.40
H 2.276756 1.621277 -1.585723 0.023 0.009 0.045 -0.43
H 5.270516 2.102498 -1.188232 -0.002 0.000 0.002 0.38
H 4.007211 2.823322 -0.200670 -0.024 0.019 0.031 0.25
H 4.134443 3.242972 -1.909528 0.003 -0.007 -0.005 0.45
H 5.321864 -0.442995 -1.424957 -0.008 -0.001 0.010 0.49
H 5.282895 -2.741958 -0.797252 0.010 0.000 0.029 0.36
H 3.657263 -3.683151 0.679817 0.020 -0.009 -0.060 1.08
H 0.565213 -0.662734 1.996611 0.016 -0.024 -0.045 -1.90
H 2.089102 0.146247 4.494592 -0.007 -0.004 0.005 0.49
H 0.334897 0.087347 4.341128 -0.005 -0.006 0.009 0.43
H 1.266860 1.250102 3.392513 0.003 0.008 -0.003 0.24
H 1.963423 -2.395496 4.064967 0.008 -0.018 -0.019 0.46
H 1.324017 -3.000716 2.531330 -0.013 0.015 0.009 0.06
H 0.248211 -2.283825 3.730886 0.159 0.015 -0.018 0.18
H 2.615923 2.503072 1.497101 0.018 0.024 -0.030 0.77
H 1.499101 5.192247 1.646034 0.007 -0.005 0.006 0.58
H -0.634691 6.224605 0.408433 -0.006 -0.006 -0.005 0.48
H -3.682541 3.464836 0.427848 -0.004 0.095 -0.088 0.03
H -4.407223 4.471438 -0.831751 -0.011 0.002 -0.002 0.45
H -3.465876 5.215873 0.469600 -0.003 -0.010 0.010 0.38
H -2.540705 2.077603 -1.355790 -0.013 0.005 -0.044 -0.35
H -1.505320 2.849247 -2.565964 0.003 -0.006 0.001 0.33
H -3.258467 3.088749 -2.601411 0.016 0.014 -0.017 0.62
H -2.118634 6.374524 -1.348798 0.005 0.002 0.001 0.37
H -2.986099 5.519083 -2.620694 -0.003 -0.001 -0.002 0.46
H -1.221467 5.421602 -2.535726 -0.005 -0.003 0.002 0.40
N -4.482675 0.975771 1.279800 0.167 -0.025 -0.021 -0.01
C -3.161246 1.033212 1.267971 -0.264 -0.044 0.369 -0.02
O -2.538483 0.414194 0.373137 -0.148 0.060 -0.381 -0.77
C -2.431164 1.727669 2.384951 -0.008 0.127 0.062 -0.95
I -3.487501 3.253884 3.418036 0.003 -0.062 0.116 0.16
H -4.960465 0.474060 0.547459 -0.010 -0.011 -0.022 0.29
H -5.016540 1.467891 1.979632 0.008 0.021 0.017 0.21
H -1.512092 2.171094 2.008806 -0.071 0.016 -0.003 -0.06
H -2.186535 0.968123 3.127817 -0.033 0.113 -0.057 0.62
C -3.240322 -0.962792 -2.408093 0.057 -0.025 0.022 -0.83
Si -1.487752 -1.652125 -2.341838 0.091 -0.018 -0.003 1.04
C -0.507044 -0.609976 -3.572169 0.005 0.005 0.070 -1.17
C -1.598794 -3.445936 -2.892194 0.003 0.025 -0.051 -1.26
Si -0.424427 -1.664795 -0.160951 0.405 -0.096 -0.476 -0.79
Si -1.940004 -2.706205 1.356347 -0.006 0.041 0.089 1.50
C -1.449631 -4.478007 1.715985 -0.092 -0.019 0.047 -1.45
C -3.666306 -2.768284 0.616732 0.055 -0.116 0.009 -1.18
C -2.096401 -1.783560 3.001936 -0.021 0.080 -0.003 -0.55
Si 1.775230 -2.710710 -0.486707 -0.417 -0.142 0.043 1.04
C 3.618048 -1.844298 1.800785 -0.030 -0.040 0.081 -2.10
C 2.121111 -2.523329 -2.322022 -0.110 0.018 0.056 -0.72
C 1.203728 -4.492652 -0.270672 0.190 -0.080 0.054 -1.42
H -3.472200 -0.756264 -3.456577 0.025 -0.029 -0.001 0.51
H -3.349815 -0.033414 -1.856683 -0.023 0.099 0.009 -0.05
H -3.980712 -1.672120 -2.044566 -0.025 -0.055 0.075 0.38
H -1.184763 -0.297266 -4.370475 0.009 -0.004 -0.005 0.60
H 0.317334 -1.151494 -4.033458 0.021 -0.024 0.031 0.42
H -0.098759 0.298238 -3.118918 0.002 -0.007 0.002 0.13
H -1.894862 -3.470354 -3.944772 -0.011 -0.027 0.003 0.47
H -2.364774 -3.978348 -2.324292 0.006 0.002 0.019 0.31
H -0.665246 -3.998788 -2.797480 0.023 0.007 -0.022 0.28
H -1.325616 -5.084681 0.818093 -0.043 0.047 0.048 0.32
H -2.266027 -4.914206 2.299874 0.019 -0.031 0.017 0.45
H -0.539781 -4.553775 2.311547 -0.012 0.013 -0.004 0.34
H -3.734301 -3.484165 -0.204515 0.008 0.032 -0.032 0.31
H -4.001474 -1.801458 0.253247 -0.023 0.095 -0.037 0.00
H -4.355399 -3.101066 1.398727 0.006 -0.017 -0.017 0.51
H -1.678126 -2.376426 3.817031 -0.134 0.026 -0.033 0.76
H -3.154119 -1.624978 3.226470 -0.019 0.041 -0.002 0.56
H -1.592913 -0.813961 3.012571 0.051 -0.217 -0.002 -0.86
H 3.314176 0.124087 2.492131 -0.016 0.001 0.017 0.78
H 4.662605 -1.545187 1.873664 0.018 -0.015 0.003 0.48
H 3.438954 -2.486315 2.659105 0.008 0.028 -0.019 0.51
H 2.043380 -1.488396 -2.636924 0.022 0.059 -0.046 -0.86
H 1.385707 -3.104347 -2.881880 -0.029 0.032 -0.001 0.62
H 3.111593 -2.883623 -2.596589 0.029 -0.045 0.047 0.53
H 1.094055 -4.769485 0.779376 0.021 -0.018 -0.071 0.35
H 1.970571 -5.140216 -0.706496 -0.002 -0.045 0.002 0.51
H 0.264965 -4.713160 -0.782000 0.005 0.038 0.004 0.25
```
Forces are in eV/Å.


Result set for energy: -40407.89024; -3086.04800 hartree, one per record in the order listed.